Entry 1:
# C45H81BrN4O9

A 5-piece molecular cluster, C45H81BrN4O9 overall (the ωB97M-V functional and the def2-TZVPD basis, the Open Molecules 2025 dataset).

```
! wB97M-V def2-TZVPD RIJCOSX def2/J DEFGRID3
* xyz 0 5
O 5.2918 0.4933 -0.2192
C 5.6865 1.5504 -0.6034
O 6.5824 2.2567 0.1262
C 5.1938 2.2527 -1.8640
C 4.0741 3.1844 -1.5362
C 2.8848 2.9639 -0.9791
C 2.2201 1.7157 -0.5337
C 0.8457 1.5426 -1.1806
C 0.8447 1.6638 -2.6903
Br 2.0074 0.3460 -3.5378
C 2.2317 4.3093 -0.8610
O 1.3554 4.6421 -0.1326
O 2.9264 5.2053 -1.6634
C 4.1751 4.6329 -1.8449
O 5.1325 5.2699 -2.1484
H 6.9566 2.9823 -0.3872
H 4.8743 1.5100 -2.5954
H 6.0020 2.8514 -2.2914
H 2.1022 1.7188 0.5511
H 2.8566 0.8715 -0.8008
H 0.1409 2.2845 -0.7937
H 0.4684 0.5581 -0.9004
H -0.1509 1.5004 -3.0962
H 1.1941 2.6345 -3.0407
C -5.3424 4.0234 -5.2437
C -3.8547 3.8991 -4.8706
C -2.9552 4.1211 -6.0931
C -2.9817 2.9675 -7.0936
C -2.6718 1.6382 -6.4094
C -3.5805 1.3543 -5.2076
N -3.5389 2.5477 -4.2973
O -2.5252 2.5529 -3.5203
C -4.9990 1.0178 -5.6678
C -3.0578 0.1583 -4.4250
C -3.5507 4.9459 -3.8044
H -5.6650 5.0526 -5.0880
H -5.5437 3.7773 -6.2844
H -5.9612 3.3858 -4.6139
H -1.9280 4.2638 -5.7434
H -3.2616 5.0540 -6.5739
H -3.9478 2.9183 -7.6026
H -2.2396 3.1532 -7.8723
H -2.7704 0.8089 -7.1142
H -1.6322 1.6454 -6.0664
H -5.6790 0.9451 -4.8170
H -4.9979 0.0503 -6.1717
H -5.4170 1.7283 -6.3746
H -2.0184 0.2906 -4.1362
H -3.1250 -0.7371 -5.0454
H -3.6408 -0.0022 -3.5170
H -4.1403 4.7650 -2.9046
H -3.8152 5.9273 -4.2013
H -2.5002 4.9510 -3.5288
C 4.0894 3.2098 3.9401
C 2.8127 2.3687 3.7607
C 2.2661 1.8993 5.1135
C 3.1128 0.8074 5.7668
C 3.3316 -0.3659 4.8131
C 3.9172 0.0521 3.4582
N 3.0673 1.1556 2.9081
O 2.0280 0.7320 2.3016
C 5.3807 0.4735 3.6077
C 3.8785 -1.1136 2.4765
C 1.7937 3.2361 3.0302
H 3.8158 4.2628 4.0039
H 4.6386 2.9651 4.8471
H 4.7606 3.0950 3.0891
H 1.2504 1.5200 4.9638
H 2.1890 2.7710 5.7685
H 4.0724 1.2103 6.1017
H 2.6074 0.4509 6.6663
H 4.0042 -1.1032 5.2605
H 2.3753 -0.8688 4.6378
H 5.7712 0.8910 2.6782
H 5.9669 -0.4146 3.8484
H 5.5476 1.1893 4.4072
H 2.8788 -1.5297 2.3833
H 4.5508 -1.8931 2.8395
H 4.2146 -0.7973 1.4876
H 2.1747 3.5050 2.0449
H 1.6279 4.1573 3.5901
H 0.8396 2.7346 2.8955
C 7.3885 -4.3275 10.3029
C 6.0869 -3.5259 10.1260
C 5.0279 -4.3462 9.3790
C 5.3263 -4.5252 7.8921
C 5.5670 -3.1786 7.2137
C 6.6490 -2.3391 7.9028
N 6.3173 -2.2521 9.3637
O 5.4626 -1.3424 9.6287
C 8.0382 -2.9382 7.6623
C 6.6572 -0.9257 7.3367
C 5.5743 -3.1558 11.5134
H 7.3583 -4.8526 11.2573
H 7.5368 -5.0783 9.5291
H 8.2573 -3.6707 10.3174
H 4.0620 -3.8438 9.4886
H 4.9410 -5.3179 9.8726
H 6.1853 -5.1856 7.7464
H 4.4797 -5.0219 7.4146
H 5.8564 -3.3196 6.1686
H 4.6333 -2.6069 7.2132
H 8.7892 -2.4196 8.2595
H 8.2928 -2.8062 6.6101
H 8.1017 -4.0002 7.8773
H 5.6736 -0.4652 7.3895
H 6.9637 -0.9700 6.2896
H 7.3607 -0.2894 7.8748
H 6.2923 -2.5216 12.0350
H 5.4414 -4.0745 12.0869
H 4.6251 -2.6303 11.4672
C -10.2995 -1.7088 -5.4127
C -9.4624 -1.7645 -6.7026
C -9.8845 -2.9402 -7.5922
C -9.4522 -4.3027 -7.0552
C -7.9532 -4.3317 -6.7676
C -7.4948 -3.1989 -5.8436
N -7.9920 -1.9004 -6.4115
O -7.2580 -1.4615 -7.3612
C -7.9919 -3.4313 -4.4121
C -5.9754 -3.1418 -5.7814
C -9.6704 -0.4502 -7.4477
H -11.1626 -1.0634 -5.5741
H -10.6804 -2.6813 -5.1072
H -9.7256 -1.2885 -4.5879
H -9.4461 -2.7953 -8.5842
H -10.9703 -2.9009 -7.7135
H -10.0184 -4.5611 -6.1564
H -9.6914 -5.0707 -7.7930
H -7.6693 -5.2822 -6.3086
H -7.4030 -4.2548 -7.7103
H -7.7814 -2.5634 -3.7859
H -7.4553 -4.2848 -3.9968
H -9.0515 -3.6546 -4.3445
H -5.5238 -3.0545 -6.7665
H -5.6081 -4.0609 -5.3217
H -5.6384 -2.2972 -5.1779
H -9.3180 0.3929 -6.8513
H -10.7388 -0.3237 -7.6294
H -9.1486 -0.4373 -8.4000
*
```

Calculated values
Orbital gap (alpha / beta) in hartree: 0.27607 / 0.32161
Strongest force on any atom in eV/Å: 0.77
HOMO (alpha / beta) in eV: -8.02 / -9.28
E in eV: -142404.7168
Molar mass in g mol⁻¹: 902.07

These are the Mulliken partial charges, in e, on atoms 1 to 6: -0.5153 0.5084 -0.4674 -1.2623 0.6430 1.2657



Entry 2:
# C45H81Cl2NO14P3

A 10-piece molecular cluster, C45H81Cl2NO14P3 overall in a non-equilibrium geometry (the ωB97M-V functional and the def2-TZVPD basis, the Open Molecules 2025 dataset).

```
! wB97M-V def2-TZVPD RIJCOSX def2/J DEFGRID3
* xyz 1 1
C 6.9867 -3.6992 0.6549
C 7.0223 -4.0752 -0.9125
P 5.2984 -4.2201 -1.7063
C 5.6132 -3.8815 -3.5665
N 4.2183 -2.9468 -1.0413
C 4.7144 -1.6969 -1.0503
C 3.5775 -0.7492 -0.4317
C 4.0962 0.2672 0.6958
C 4.6862 1.6557 0.1359
C 5.7638 2.1756 1.2335
Cl 6.1176 3.9668 0.8955
P 2.5540 -0.1017 -1.8984
P 3.7703 0.3542 -3.6490
O 3.1171 1.5924 -4.3145
O 3.6442 -0.9178 -4.7727
O 5.3866 0.7841 -3.3178
C 2.5848 -1.7885 0.3046
O 3.1710 -2.0636 1.6223
C 1.0993 -1.3410 0.7008
C -0.0471 -2.3809 0.2904
O -0.0119 -3.5831 0.7062
C -1.3303 -2.0128 -0.6072
C -2.7539 -2.2593 0.0132
C -4.0170 -1.9505 -0.8361
C -3.9698 -1.4158 -2.3103
C -2.5579 -1.1591 -2.9039
C -1.2693 -1.4672 -2.0523
C 2.8342 -3.1582 -0.5067
Cl 3.0063 -4.7078 0.5007
H 6.0064 -4.0882 1.0968
H 7.8421 -4.2312 1.1919
H 7.0851 -2.5657 0.7390
H 7.6476 -3.2626 -1.4562
H 7.6097 -5.0600 -1.0404
H 6.2874 -2.9386 -3.6236
H 6.2285 -4.7375 -4.0020
H 4.6266 -3.7138 -4.1252
H 5.7637 -1.4623 -1.4225
H 3.3295 0.5165 1.5035
H 4.9735 -0.2610 1.2394
H 5.2787 1.4940 -0.8258
H 3.8091 2.3853 0.0176
H 6.7637 1.6367 1.0782
H 5.4439 1.9738 2.3082
H 1.7604 -1.2503 -2.3073
H 4.1387 -0.6483 -5.5897
H 5.8835 -0.0296 -3.0757
H 4.1042 -2.3582 1.5322
H 1.0619 -1.2619 1.8545
H 0.7825 -0.3142 0.3101
H -2.8051 -2.6590 1.0895
H -5.0611 -2.1284 -0.3965
H -4.9039 -1.2147 -2.9315
H -2.4323 -0.7449 -3.9821
H -0.2796 -1.2745 -2.5802
H 2.0426 -3.2577 -1.3245
C -5.6646 0.2223 -6.7936
C -4.4010 0.7930 -6.2087
O -3.7843 0.2035 -5.3382
C -3.9281 2.1195 -6.7398
H -5.8843 -0.7356 -6.3167
H -6.4989 0.9034 -6.6119
H -5.5368 0.0583 -7.8656
H -4.6851 2.8847 -6.5556
H -3.7231 2.0398 -7.8095
H -3.0075 2.4075 -6.2274
C -5.2384 -0.7926 3.3609
C -5.8042 0.2269 2.4091
O -6.3740 -0.1105 1.3857
C -5.6395 1.6784 2.7695
H -5.4307 -1.7960 2.9729
H -4.1592 -0.6543 3.4549
H -5.7183 -0.6964 4.3362
H -4.5783 1.9262 2.8373
H -6.1373 1.8841 3.7189
H -6.0951 2.2978 1.9933
C 2.6339 0.0847 -8.9998
C 3.8965 0.6606 -8.4185
O 4.5142 0.0778 -7.5429
C 4.3681 1.9828 -8.9581
H 2.4148 -0.8699 -8.5163
H 1.7992 0.7663 -8.8231
H 2.7624 -0.0866 -10.0706
H 3.6102 2.7483 -8.7794
H 4.5737 1.8958 -10.0271
H 5.2881 2.2751 -8.4474
C -6.6655 0.4301 6.9814
C -5.2688 0.9933 6.9955
O -4.6896 1.2769 5.9602
C -4.6167 1.1923 8.3365
H -7.0103 0.3407 5.9486
H -6.6711 -0.5614 7.4392
H -7.3412 1.0986 7.5189
H -4.5314 0.2344 8.8542
H -5.2012 1.8947 8.9339
H -3.6149 1.6036 8.1943
C -11.0579 -1.1426 0.4388
C -10.3769 -0.0090 1.1593
O -10.7774 0.3844 2.2398
C -9.1826 0.6180 0.4921
H -11.9012 -1.4965 1.0359
H -11.4334 -0.7971 -0.5269
H -10.3571 -1.9684 0.2987
H -9.4752 1.0421 -0.4713
H -8.3995 -0.1289 0.3552
H -8.7945 1.4195 1.1239
C -6.2941 5.0127 10.5314
C -5.2031 4.2412 11.2251
O -5.0130 3.0618 10.9878
C -4.3563 4.9840 12.2236
H -6.8224 4.3516 9.8409
H -7.0067 5.3918 11.2671
H -5.8615 5.8389 9.9632
H -4.9829 5.3618 13.0344
H -3.8376 5.8089 11.7304
H -3.6122 4.3041 12.6441
C 9.1104 6.3844 -2.2401
C 9.0728 5.1927 -3.1595
O 10.0415 4.8760 -3.8241
C 7.7895 4.4077 -3.2248
H 10.0953 6.8530 -2.2951
H 8.3579 7.1143 -2.5465
H 8.9312 6.0656 -1.2108
H 6.9783 5.0495 -3.5751
H 7.5524 4.0011 -2.2390
H 7.9077 3.5788 -3.9264
C 8.2023 -0.5838 5.3436
C 7.6352 0.4245 4.3812
O 7.0591 0.0752 3.3640
C 7.8065 1.8805 4.7220
H 8.0053 -1.5913 4.9706
H 9.2823 -0.4478 5.4308
H 7.7270 -0.4732 6.3205
H 8.8689 2.1258 4.7816
H 7.3136 2.1004 5.6714
H 7.3496 2.4922 3.9406
C -6.1799 -6.6902 -3.9537
C -5.6592 -5.2892 -4.1358
O -6.0551 -4.5802 -5.0429
C -4.6298 -4.7984 -3.1527
H -6.9139 -6.9077 -4.7327
H -5.3589 -7.4057 -4.0367
H -6.6653 -6.7828 -2.9797
H -3.7396 -5.4295 -3.2004
H -5.0466 -4.8064 -2.1432
H -4.3470 -3.7752 -3.4061
*
```

Calculated values
Orbital gap in hartree: 0.20598
Strongest force on any atom in eV/Å: 6.30
HOMO in eV: -10.27
E in eV: -131032.2931
Molar mass in g mol⁻¹: 1023.96

These are the Mulliken partial charges, in e, on atoms 1 to 6: -0.6455 -0.5458 -0.0262 -0.8042 0.4875 -1.3078



Entry 3:
# C45H84F5N4O11

A 5-piece molecular cluster, C45H84F5N4O11 overall in a non-equilibrium geometry (the ωB97M-V functional and the def2-TZVPD basis, the Open Molecules 2025 dataset).

```
! wB97M-V def2-TZVPD RIJCOSX def2/J DEFGRID3
* xyz 1 1
C -2.7627 -0.0805 3.3027
C -2.9175 1.0771 2.2917
C -4.3652 1.6073 2.2393
C -5.4492 0.5402 2.4169
C -5.3394 -0.5780 1.3755
C -6.1716 -0.2583 0.1294
C -6.3097 -1.4454 -0.8235
C -4.9426 -2.1028 -1.1269
C -4.8548 -3.4912 -0.4873
C -3.4642 -4.1160 -0.5797
C -2.5793 -3.7619 0.6334
C -1.6059 -2.6030 0.3484
C -0.1651 -3.0320 0.1221
C 0.8514 -1.8920 0.2355
C 0.4172 -0.5800 -0.4260
N 1.2856 -0.1232 -1.5363
C 1.1805 -0.4966 -2.7603
N 1.9628 -0.0820 -3.7789
N 3.0495 0.7277 -3.4241
C 2.7570 2.0627 -3.1587
O 1.6776 2.5252 -2.8830
F 3.8562 2.7967 -3.1857
C 4.2160 0.5127 -4.2484
O 4.2995 0.7224 -5.4306
F 5.2255 0.0609 -3.5399
C 1.2410 0.2925 -5.0261
C -0.2913 0.2444 -4.8853
C -0.9166 1.5541 -4.3911
O -1.4032 1.3718 -3.0629
C -1.7083 2.5600 -2.4224
C -1.0054 2.8638 -1.3042
C -1.2014 4.0099 -0.6123
C -2.1433 4.8969 -1.0593
C -2.8630 4.5674 -2.1545
C -2.6695 3.4199 -2.8450
C -0.7756 -0.9669 -4.1014
N 0.1966 -1.4576 -3.0784
C 0.8204 -2.6920 -3.4700
F -0.0550 -3.6690 -3.4173
F 1.8318 -2.9414 -2.6361
F 1.3459 -2.6789 -4.7050
H -3.0769 -1.0260 2.8726
H -3.3653 0.1409 4.1789
H -1.7244 -0.1422 3.6173
H -2.2393 1.8653 2.6020
H -2.5998 0.7201 1.3106
H -4.4726 2.3428 3.0360
H -4.5515 2.1349 1.3050
H -5.4670 0.1502 3.4284
H -6.4070 1.0349 2.2631
H -5.7332 -1.5106 1.7795
H -4.3047 -0.7501 1.0894
H -7.1678 0.0200 0.4719
H -5.7814 0.6134 -0.3999
H -6.9370 -2.1936 -0.3387
H -6.8016 -1.1380 -1.7417
H -4.1292 -1.4438 -0.8249
H -4.8789 -2.2177 -2.2096
H -5.5903 -4.1078 -1.0013
H -5.2010 -3.4155 0.5435
H -3.0188 -3.8005 -1.5267
H -3.5875 -5.1947 -0.6491
H -3.2657 -3.3840 1.3852
H -2.0523 -4.6474 0.9737
H -1.6939 -1.8060 1.0867
H -1.9526 -2.1530 -0.5875
H -0.0472 -3.5898 -0.8025
H 0.0913 -3.7435 0.9080
H 1.8055 -2.2649 -0.1284
H 1.0033 -1.6891 1.2925
H 0.4720 0.2047 0.3203
H -0.5990 -0.5829 -0.7979
H 2.0043 0.5425 -1.2881
H 1.4886 -0.4495 -5.7797
H 1.5493 1.2466 -5.4376
H -0.6389 0.1100 -5.9043
H -0.2706 2.4244 -4.4927
H -1.7848 1.7510 -5.0232
H -0.2500 2.1699 -0.9658
H -0.5861 4.2002 0.2496
H -2.2631 5.8196 -0.5154
H -3.6293 5.2475 -2.4969
H -3.2672 3.1888 -3.7127
H -1.7326 -0.8255 -3.6156
H -0.9184 -1.7755 -4.8112
C 0.2873 2.3458 4.1171
O 0.3837 1.0921 4.7679
C 1.7257 0.6802 4.9871
C 2.1483 0.8965 6.4232
O 2.2306 2.2772 6.7357
C 1.1218 2.7465 7.4856
H -0.7525 2.6655 4.1578
H 0.9057 3.1034 4.6036
H 0.5847 2.2476 3.0656
H 2.4084 1.1982 4.3065
H 1.7735 -0.3915 4.7649
H 3.1487 0.4744 6.5628
H 1.4662 0.3821 7.1059
H 1.1684 2.3668 8.5111
H 0.1730 2.4530 7.0302
H 1.1766 3.8333 7.5138
C 2.7193 -3.9118 4.3900
O 2.6131 -4.0209 2.9789
C 3.8226 -3.7039 2.3036
C 4.5460 -4.9469 1.8371
O 5.0430 -5.6974 2.9326
C 4.2572 -6.8396 3.2307
H 1.8210 -4.3459 4.8254
H 3.5897 -4.4506 4.7698
H 2.7815 -2.8594 4.6875
H 4.4754 -3.0930 2.9334
H 3.5483 -3.1094 1.4236
H 5.4109 -4.6452 1.2363
H 3.8948 -5.5619 1.2071
H 4.3940 -7.6066 2.4612
H 3.1966 -6.5898 3.3133
H 4.5990 -7.2382 4.1840
C -4.1009 10.6735 -2.7605
O -4.3343 11.0793 -1.4238
C -5.1161 10.1518 -0.6873
C -4.2615 9.3244 0.2464
O -3.3994 8.4478 -0.4713
C -2.0649 8.9228 -0.5238
H -3.3520 11.3406 -3.1840
H -3.7268 9.6476 -2.8111
H -5.0195 10.7576 -3.3505
H -5.6894 9.5049 -1.3578
H -5.8257 10.7317 -0.0893
H -4.9157 8.6984 0.8610
H -3.6866 9.9705 0.9151
H -1.5939 8.8255 0.4606
H -2.0177 9.9637 -0.8504
H -1.5150 8.3076 -1.2358
C 5.8162 -4.8962 -1.7342
O 6.9377 -4.7387 -0.8866
C 7.5826 -5.9773 -0.6032
C 8.8456 -6.1458 -1.4168
O 8.5576 -6.2963 -2.7995
C 8.7950 -5.1181 -3.5486
H 5.4914 -3.9052 -2.0535
H 6.0591 -5.4865 -2.6208
H 4.9953 -5.3764 -1.1887
H 6.9025 -6.8169 -0.7714
H 7.8478 -5.9654 0.4585
H 9.3522 -7.0595 -1.0924
H 9.5252 -5.3053 -1.2506
H 9.8706 -4.9395 -3.6472
H 8.3209 -4.2458 -3.0908
H 8.3745 -5.2659 -4.5422
*
```

Calculated values
Orbital gap in hartree: 0.26591
Strongest force on any atom in eV/Å: 2.80
HOMO in eV: -10.68
E in eV: -90086.0751
Molar mass in g mol⁻¹: 952.17

These are the Mulliken partial charges, in e, on atoms 1 to 6: -1.2541 0.8271 -1.1023 -1.1222 1.2338 -0.8258



Among the records above, which one has the lowest E?
C45H81BrN4O9



Look up the E of the first one.
-142404.7168 eV



Which of these has the highest E?
C45H84F5N4O11